Model a:
15
Properties=species:S:1:pos:R:3:nbo_charge:R:1 method="wB97M-V/def2-TZVPD" smiles=CN1CC(O)C1 e_lumo_ev=1.00 orbital_gap_ev=9.956 e_homo_ev=-8.96
C -1.881 -0.010 0.238 -0.410
N -0.696 -0.295 -0.529 -0.418
C 0.368 -1.136 0.046 -0.248
C 1.399 -0.085 -0.441 0.090
O 2.432 0.306 0.414 -0.696
C 0.189 0.858 -0.551 -0.242
H -2.356 -0.925 0.604 0.204
H -1.615 0.680 1.076 0.155
H -2.594 0.530 -0.394 0.202
H 0.402 -2.152 -0.365 0.199
H 0.382 -1.192 1.149 0.170
H 1.860 -0.359 -1.394 0.186
H 2.017 0.802 1.131 0.462
H 0.031 1.426 0.406 0.145
H 0.061 1.552 -1.388 0.201


Model b:
15
Properties=species:S:1:pos:R:3:nbo_charge:R:1 method="wB97M-V/def2-TZVPD" smiles="CC(C)NC=O" e_lumo_ev=0.96 orbital_gap_ev=10.520 e_homo_ev=-9.56
C -0.173 -1.297 0.509 -0.614
C -0.162 0.242 0.411 -0.048
C 0.790 1.057 1.293 -0.616
N 0.138 0.494 -1.002 -0.661
C -0.746 -0.008 -1.929 0.529
O -1.941 0.173 -1.868 -0.573
H 0.851 -1.695 0.512 0.202
H -0.716 -1.623 -0.391 0.209
H -0.729 -1.746 1.330 0.214
H -1.176 0.613 0.578 0.214
H 0.733 2.107 0.975 0.222
H 1.837 0.730 1.206 0.201
H 0.502 1.020 2.351 0.222
H 1.098 0.601 -1.271 0.386
H -0.308 -0.667 -2.704 0.111


What are the relative energies? In hartree: model a 0.0448; model b 0.0000.


Model a:
10
Properties=species:S:1:pos:R:3:nbo_charge:R:1 method="wB97M-V/def2-TZVPD" smiles="N#CCC(N)=S" e_lumo_ev=-0.01 orbital_gap_ev=8.924 e_homo_ev=-8.94
C 0.902 0.385 0.001 -0.572
C 1.328 -1.012 0.122 0.268
C -0.558 0.357 0.426 0.134
N 1.599 -2.076 0.415 -0.297
N -1.355 0.286 -0.644 -0.784
S -1.092 0.275 2.005 -0.085
H 1.436 0.885 0.725 0.282
H 1.041 0.564 -1.062 0.251
H -1.022 -0.272 -1.378 0.390
H -2.279 0.608 -0.611 0.413


Model b:
10
Properties=species:S:1:pos:R:3:nbo_charge:R:1 method="wB97M-V/def2-TZVPD" smiles=Sc1cnc[nH]1 e_lumo_ev=0.33 orbital_gap_ev=8.828 e_homo_ev=-8.49
C 0.014 -0.443 -0.395 -0.026
C 1.113 -0.264 0.380 -0.126
C -0.337 1.247 0.985 0.152
H 0.343 -2.486 -1.473 0.181
H 2.031 -0.930 0.330 0.219
H -0.794 2.233 1.307 0.207
H -1.768 0.621 -0.452 0.413
N 0.969 0.876 1.175 -0.440
N -0.928 0.508 0.000 -0.541
S -0.643 -1.361 -1.857 -0.040


What are the relative energies? In hartree: model a 0.0000; model b 0.0091.


Model a:
10
Properties=species:S:1:pos:R:3:nbo_charge:R:1 method="wB97M-V/def2-TZVPD" e_lumo_ev=-0.03 orbital_gap_ev=8.269 e_homo_ev=-8.30
C -1.960 -0.477 -0.138 0.223
C 0.101 -1.463 0.100 -0.768
C -0.463 1.217 0.044 -0.474
N -1.679 0.677 0.034 -0.364
N 2.373 0.306 -0.016 -1.003
S 0.809 -0.028 -0.015 1.317
H -2.851 -1.061 -0.235 0.228
H 0.776 -2.214 -0.326 0.237
H -0.345 2.298 0.281 0.247
H 2.383 1.272 0.283 0.357


Model b:
10
Properties=species:S:1:pos:R:3:nbo_charge:R:1 method="wB97M-V/def2-TZVPD" smiles=Cc1nncs1 e_lumo_ev=0.30 orbital_gap_ev=9.382 e_homo_ev=-9.09
C -1.042 2.438 -1.057 -0.258
C -0.172 0.322 -0.036 -0.041
C 0.420 -0.889 0.477 -0.670
N -0.656 2.619 0.194 -0.215
N -0.127 1.640 0.824 -0.223
S -0.759 0.816 -1.581 0.450
H -1.394 3.190 -1.804 0.239
H 0.868 -1.324 -0.465 0.232
H 1.077 -0.584 1.164 0.246
H -0.317 -1.472 0.951 0.240


Model c:
10
Properties=species:S:1:pos:R:3:nbo_charge:R:1 method="wB97M-V/def2-TZVPD" e_lumo_ev=-0.42 orbital_gap_ev=8.676 e_homo_ev=-9.09
C -0.532 0.347 -0.134 0.198
C 0.951 0.411 -0.050 0.033
C -0.616 -1.161 -0.051 -0.599
N -1.238 1.371 0.001 -0.503
N 1.929 1.421 -0.041 -0.616
S 1.212 -1.274 -0.007 0.306
H -1.191 -1.597 0.935 0.246
H -1.152 -1.793 -0.918 0.251
H -2.223 1.148 0.074 0.340
H 2.860 1.127 0.192 0.343


Model d:
10
Properties=species:S:1:pos:R:3:nbo_charge:R:1 method="wB97M-V/def2-TZVPD" e_lumo_ev="-0.70 / -0.69" orbital_gap_ev="8.210 / 8.213" e_homo_ev="-8.91 / -8.91"
C 1.527 1.519 0.147 0.068
C 0.080 -1.520 1.476 -0.381
C -0.367 -0.531 0.752 -0.353
N 2.499 1.088 -0.276 -0.338
N -1.303 1.822 0.481 -1.037
S -1.564 0.346 0.099 0.972
H 1.248 -1.790 1.368 0.236
H -0.374 -1.939 2.385 0.229
H -2.137 2.171 0.020 0.353
H 0.661 1.763 0.722 0.251


What are the relative energies? In hartree: model a 0.1987; model b 0.0000; model c 0.0098; model d 0.0885.


Model a:
61
Properties=species:S:1:pos:R:3:nbo_charge:R:1 method="wB97M-V/def2-TZVPD" e_lumo_ev=2.09 total_charge=-1 orbital_gap_ev=9.216 e_homo_ev=-7.13
Cl 16.545 -21.524 21.210 2.560
O 15.394 -21.192 21.991 -0.848
O 17.605 -22.097 22.002 -0.866
O 16.264 -22.399 20.098 -0.886
O 17.039 -20.283 20.639 -0.919
C 16.425 -23.813 25.928 0.771
O 16.464 -23.338 27.059 -0.675
N 15.921 -25.077 25.709 -0.861
N 16.764 -23.130 24.811 -0.841
H 15.960 -25.434 24.773 0.374
H 15.647 -25.658 26.474 0.401
H 17.141 -22.199 24.924 0.429
H 16.682 -23.549 23.905 0.390
C 20.790 -21.090 24.294 0.769
O 20.110 -21.622 25.177 -0.687
N 22.113 -20.837 24.507 -0.856
N 20.305 -20.870 23.045 -0.834
H 22.704 -20.294 23.909 0.390
H 22.495 -21.413 25.234 0.406
H 19.359 -21.000 22.733 0.435
H 20.992 -20.559 22.382 0.382
C 12.237 -24.185 18.608 0.774
O 12.491 -25.286 18.151 -0.648
N 11.013 -23.800 19.090 -0.858
N 13.208 -23.205 18.717 -0.851
H 10.796 -22.833 19.224 0.389
H 10.311 -24.512 19.160 0.404
H 14.167 -23.481 18.865 0.415
H 13.023 -22.426 19.331 0.373
C 19.557 -23.949 19.116 0.772
O 20.726 -23.984 18.728 -0.694
N 18.633 -23.085 18.603 -0.861
N 19.067 -24.847 20.019 -0.855
H 18.873 -22.578 17.766 0.430
H 17.663 -23.150 18.854 0.398
H 18.083 -24.843 20.200 0.392
H 19.767 -25.375 20.502 0.404
C 18.908 -16.650 20.948 0.770
O 19.797 -15.971 21.456 -0.675
N 18.153 -17.545 21.640 -0.862
N 18.667 -16.609 19.602 -0.852
H 18.437 -17.665 22.603 0.414
H 17.664 -18.343 21.262 0.416
H 18.923 -15.807 19.062 0.397
H 18.019 -17.265 19.204 0.384
C 17.067 -18.832 24.623 0.778
O 17.787 -18.003 25.162 -0.664
N 15.791 -18.634 24.153 -0.861
N 17.504 -20.136 24.453 -0.887
H 15.495 -17.690 24.356 0.392
H 15.485 -19.084 23.306 0.408
H 17.085 -20.680 23.721 0.393
H 18.446 -20.323 24.767 0.428
C 17.483 -20.244 16.329 0.781
O 18.383 -21.066 16.298 -0.650
N 17.375 -19.252 15.363 -0.869
N 16.648 -20.093 17.392 -0.856
H 16.468 -18.929 15.069 0.375
H 18.069 -19.119 14.651 0.399
H 15.806 -19.550 17.392 0.385
H 16.885 -20.476 18.298 0.437


Model b:
61
Properties=species:S:1:pos:R:3:nbo_charge:R:1 method="wB97M-V/def2-TZVPD" e_lumo_ev=2.39 total_charge=-1 orbital_gap_ev=8.598 e_homo_ev=-6.20
Cl 0.531 0.841 0.250 2.569
O 0.871 0.402 1.566 -0.868
O -0.650 0.085 -0.098 -0.879
O 0.188 2.237 0.234 -0.872
O 1.609 0.508 -0.660 -0.908
C -1.268 -0.396 -3.249 0.784
O -2.470 -0.275 -3.085 -0.679
N -0.396 0.662 -3.408 -0.842
N -0.682 -1.615 -3.402 -0.860
H -0.771 1.577 -3.218 0.413
H 0.472 0.456 -2.934 0.384
H -1.323 -2.379 -3.278 0.400
H 0.271 -1.820 -3.631 0.395
C 4.305 3.420 -1.117 0.769
O 5.470 3.809 -1.142 -0.698
N 3.308 4.234 -0.666 -0.850
N 3.894 2.220 -1.586 -0.845
H 2.378 3.851 -0.592 0.396
H 3.510 5.095 -0.201 0.397
H 4.634 1.604 -1.864 0.396
H 2.992 1.864 -1.304 0.420
C -5.427 0.425 0.434 0.771
O -5.407 1.356 1.223 -0.670
N -4.394 0.086 -0.375 -0.831
N -6.425 -0.517 0.470 -0.864
H -3.442 0.404 -0.394 0.437
H -4.668 -0.598 -1.060 0.377
H -7.064 -0.482 1.241 0.396
H -6.575 -1.237 -0.210 0.382
C -2.350 -3.282 2.190 0.777
O -2.893 -3.811 1.225 -0.697
N -1.495 -2.247 2.121 -0.870
N -2.478 -3.748 3.474 -0.866
H -0.781 -2.066 2.848 0.422
H -1.520 -1.654 1.309 0.415
H -3.020 -4.491 3.862 0.392
H -1.780 -3.337 4.075 0.379
C 0.451 4.581 -3.034 0.775
O 0.572 3.567 -3.694 -0.658
N 0.067 4.582 -1.729 -0.860
N 0.650 5.843 -3.512 -0.843
H -0.084 5.456 -1.255 0.369
H -0.062 3.769 -1.150 0.439
H 1.275 6.034 -4.270 0.405
H 0.542 6.530 -2.785 0.367
C 1.335 -2.055 4.134 0.791
O 0.191 -1.608 4.085 -0.686
N 2.299 -1.678 3.259 -0.828
N 1.751 -2.905 5.103 -0.834
H 2.202 -0.884 2.647 0.444
H 3.210 -2.090 3.337 0.370
H 2.682 -3.277 5.089 0.378
H 1.154 -3.281 5.813 0.404
C 1.666 -3.365 0.131 0.779
O 1.371 -4.381 0.737 -0.674
N 2.937 -2.869 0.181 -0.861
N 0.835 -2.704 -0.728 -0.865
H 3.617 -3.392 0.698 0.387
H 3.278 -2.078 -0.334 0.391
H 0.921 -1.735 -0.978 0.420
H -0.013 -3.245 -0.791 0.415


What are the relative energies? In hartree: model a 0.0000; model b 0.0110.